Below is an isolated ion of composition C5H12N3 and charge +1, with properties calculated with ωB97M-V/def2-TZVPD.

Geometry as XYZ:
```
20
Properties=species:S:1:pos:R:3:forces:R:3
C 2.5317 -0.1688 -0.0542 4.82 -1.90 2.36
N 1.3124 0.0944 -0.6066 -5.33 0.44 0.70
C 0.8804 1.4118 -0.5658 -0.59 0.55 -1.28
C -0.4556 1.5531 -0.6088 0.42 -0.53 0.26
N -1.0765 0.2160 -0.4901 -0.61 2.27 2.03
C -2.3606 0.3518 0.3272 -0.59 -0.18 -1.31
C -0.0941 -0.6806 0.1185 3.07 0.95 -1.01
N -0.3314 -1.9652 -0.2506 0.54 -3.83 0.37
H 2.4334 -0.9204 0.8745 0.45 1.60 -1.90
H 3.2684 -0.6457 -0.8147 -1.25 0.54 1.33
H 3.0640 0.7867 0.3096 -0.79 -1.51 -0.30
H 1.5972 2.2467 -0.6607 -0.46 -0.61 0.17
H -1.2240 2.2761 -0.7859 0.56 0.88 0.04
H -1.2993 -0.0651 -1.3932 -0.43 -1.26 -2.14
H -3.2773 0.5478 -0.3983 2.02 -0.43 1.74
H -2.4187 -0.5913 0.8802 -0.63 0.29 -0.14
H -2.1171 1.1887 0.9877 -0.67 -0.22 0.00
H -0.0047 -0.4955 1.2241 -0.12 -0.22 -1.10
H -0.1091 -2.7691 0.4567 -0.46 2.31 -2.01
H -0.2654 -2.2776 -1.2726 0.04 0.88 2.20
```
Forces are in eV/Å.

## Properties
- orbital gap (eV) = 9.775
- LUMO (eV) = -2.81
- charge = +1

Below is a 2-piece molecular cluster, C5H12N3 overall, with properties calculated with ωB97M-V/def2-TZVPD.

Geometry as XYZ:
```
20
Properties=species:S:1:pos:R:3:forces:R:3
C 0.4146 0.7239 1.7964 3.80 -0.22 1.25
C 1.0966 -0.1515 1.0308 -1.03 0.43 -0.43
C 1.2754 -2.8873 0.5693 -0.34 -0.28 -0.59
C 0.1073 0.7167 -1.4438 1.01 2.06 0.13
C -2.1060 1.7013 -0.8970 2.53 2.95 3.52
N 0.4489 -2.1588 -0.0989 1.87 0.70 1.88
N 0.2035 -0.8702 0.2167 -0.65 -0.04 -1.86
N -0.6446 1.7316 -1.0642 -0.01 -2.30 -0.13
H 1.0031 1.3506 2.5139 -1.00 -0.25 -0.88
H -0.5555 0.3886 1.9585 -1.88 0.36 0.45
H 2.1782 -0.1216 0.8043 -0.44 -0.29 0.30
H 1.7259 -2.4441 1.4025 0.71 0.51 1.03
H 1.4747 -3.9046 0.3424 -0.16 -0.63 -0.42
H 1.2321 0.9828 -1.5299 -2.06 -1.03 0.33
H -0.3465 -0.1137 -1.9462 -0.04 0.11 -0.45
H -2.4691 0.9475 -1.4251 -2.04 -2.96 -2.41
H -2.2784 1.5773 0.1952 -0.12 -0.27 -0.70
H -2.4271 2.7064 -1.1113 -0.62 0.05 -0.61
H -0.0684 -2.6222 -0.8179 -0.67 0.29 -0.68
H -0.2648 2.4471 -0.4956 1.14 0.79 0.24
```
Forces are in eV/Å.

## Properties
- orbital gap (eV) = 8.113
- LUMO (eV) = -3.79
- charge = +1

Below is an isolated ion of composition C5H12N3 and charge +1, with properties calculated with ωB97M-V/def2-TZVPD.

Geometry as XYZ:
```
20
Properties=species:S:1:pos:R:3:forces:R:3
C -1.5895 -1.5563 -0.1998 0.92 1.50 1.11
C -1.0325 -0.8423 1.0574 -1.40 2.29 0.46
C 0.4672 -0.9445 1.3166 -1.78 -2.83 3.54
C 1.3411 -0.2972 0.3634 3.34 4.01 -0.57
N 0.6134 0.1587 -0.7998 -0.93 3.70 -3.19
N 1.5149 1.0985 -1.6930 -1.33 0.57 2.71
C 0.4455 1.6090 -1.1265 3.78 -6.98 -0.19
N -0.2190 2.6251 -0.9219 -1.34 4.06 0.45
H -0.9936 -1.2280 -1.0397 -0.28 -0.60 -0.36
H -1.4638 -2.5663 0.0610 0.29 -1.65 -0.35
H -2.6358 -1.4125 -0.3809 -0.54 0.39 0.04
H -1.1961 0.2767 1.1314 -0.35 -0.62 -0.84
H -1.6492 -1.1009 1.9397 0.73 -0.51 -0.26
H 0.5844 -0.6767 2.4209 0.37 0.29 -1.64
H 0.6658 -2.0220 1.3724 0.34 0.05 -0.31
H 2.1071 -0.9087 -0.1339 -0.09 -0.17 0.80
H 1.8926 0.7005 0.7346 -0.81 -2.37 -0.13
H 1.8787 0.9433 -2.5937 -0.03 -0.41 -1.49
H 0.1167 3.5047 -1.3982 -0.96 -1.01 0.84
H -0.8478 2.6389 -0.1099 0.06 0.30 -0.62
```
Forces are in eV/Å.

## Properties
- orbital gap (eV) = 10.666
- LUMO (eV) = -3.68
- charge = +1